37
Properties=species:S:1:pos:R:3:lowdin_charge:R:1 method="wB97M-V/def2-TZVPD" smiles="[H]/N=C(/N)NCCC[C@H](NC(=O)[C@@H](N)CS)C(=O)O" e_lumo_ev=0.51 homo_ev=-9.11
H -1.203 2.313 -0.533 0.118
N 3.726 0.179 1.651 0.051
H 4.369 -0.178 2.358 0.086
C 1.491 2.653 -0.522 -0.443
C -5.114 -1.087 -0.052 -0.581
H 3.685 1.142 1.613 0.031
C -3.061 0.309 0.229 -0.219
H -1.706 -0.081 -1.387 0.121
H -3.296 1.319 -0.020 0.106
H 4.749 -2.058 1.377 0.081
H 1.452 4.455 -0.776 0.156
O 2.936 -0.160 -1.802 0.076
H 0.712 1.014 -1.686 0.139
C 2.774 -0.111 -0.597 -0.446
C -1.594 0.167 -0.305 -0.165
H -1.151 -0.687 0.229 0.115
H -5.106 0.133 1.376 0.058
O 0.911 3.694 -1.136 0.109
C -0.713 1.419 -0.142 -0.156
H -3.116 0.155 1.292 0.112
N -5.691 -1.963 -1.003 0.088
C 3.951 -1.982 0.648 -0.513
H -5.208 -2.825 -1.033 0.061
N -5.696 -0.678 0.992 0.104
H 4.558 -4.106 -0.299 -0.176
H 4.782 -0.154 -0.126 0.141
H -0.694 1.639 0.929 0.125
C 0.716 1.261 -0.651 -0.207
H -3.774 -0.662 -1.450 0.112
H -6.660 -2.141 -0.593 0.117
C 3.875 -0.504 0.335 -0.381
N 1.542 0.250 0.034 0.102
N -3.823 -0.697 -0.456 0.005
H 1.634 0.365 1.083 0.149
O 2.496 2.790 0.142 0.098
S 4.202 -2.973 -0.843 0.763
H 3.044 -2.212 1.127 0.065



31
Properties=species:S:1:pos:R:3:lowdin_charge:R:1 method="wB97M-V/def2-TZVPD" e_lumo_ev=0.57 homo_ev=-8.76
H 1.878 2.283 1.517 0.154
H -3.051 0.980 1.072 0.141
H 0.635 -0.461 1.811 0.090
H 2.106 -1.475 2.239 0.070
C -3.005 -1.019 -0.125 -0.180
H -0.306 -0.688 -0.549 0.106
H 1.061 -1.937 0.808 0.106
C 3.722 -0.352 -0.120 -0.048
H -4.167 -0.774 -1.739 0.044
H 3.897 0.669 -0.640 0.073
N -1.668 0.920 -0.791 -0.134
O 1.667 0.780 -0.342 -0.240
H -2.469 -1.366 -2.194 0.144
C -2.769 0.784 -1.755 -0.179
C -0.432 0.333 -0.968 -0.212
C 2.751 1.337 1.775 -0.059
O 0.436 1.175 -0.085 -0.150
H 2.593 0.456 2.916 0.167
H 4.344 1.702 1.525 0.209
C -2.258 0.281 0.512 -0.115
H -3.585 1.549 -1.793 0.123
H -2.464 0.682 -2.891 0.142
H 4.631 -0.714 0.488 0.083
C 2.416 0.177 0.853 -0.607
H -4.006 -1.202 0.455 0.125
C -3.195 -0.682 -1.595 -0.223
H -1.373 0.035 1.170 0.089
H -2.114 -1.815 0.087 0.131
C 1.561 -1.039 1.357 -0.085
H 3.248 -0.972 -0.997 0.096
H -0.086 0.354 -2.001 0.141



Relative energy (zero: lowest compared OMol25 entry of this formula, charge and spin) for every record listed, in sequence, given in kJ/mol: 67.9 1198.4.
Kohn-Sham gap for every record listed, in sequence, given in eV: 9.62 9.33.